No. 1
83
Properties=species:S:1:pos:R:3:forces:R:3 method="wB97M-V/def2-TZVPD" gap_ev=6.705 homo_energy_ev=-11.11 lumo_energy_ev=-4.40 energy_ha=-37230.9629 total_charge=+1
Br 0.9465 2.4769 1.9474 -0.04 0.02 -0.08
Br -3.6804 -5.0469 0.8800 -0.21 -0.14 0.12
Br -3.8186 -11.5932 1.9183 -0.09 -0.06 -0.05
Br 4.7979 0.1286 -7.2021 -0.09 -0.13 0.05
Br -0.1242 4.6318 -2.8958 0.09 -0.04 0.09
Br 2.2297 3.0268 -5.2074 -0.08 -0.03 -0.12
Br -1.6299 -8.1115 0.8300 0.01 0.09 0.08
Br 2.2156 -1.2406 -4.9532 -0.05 0.10 0.06
Br 3.4795 9.0098 4.3686 -0.04 -0.09 0.11
Br 2.5815 5.5682 0.7658 -0.07 -0.03 0.09
Br -1.4668 8.3674 9.6340 0.00 0.10 -0.07
Br 1.8430 5.9194 5.5503 0.03 -0.03 -0.07
Br -3.9944 -10.4265 -1.5811 0.06 0.01 0.06
Br 1.1431 9.7818 7.4421 -0.09 -0.08 0.08
O 3.0907 0.7854 -0.7502 -2.76 -1.28 -3.42
N -2.4896 0.9514 -1.1178 1.11 -1.41 -0.28
N -0.2807 0.0533 -1.3192 -2.36 -1.54 1.42
N -2.1848 -1.1319 0.0322 1.07 1.02 -0.74
N -3.4673 -2.1450 -1.7956 2.57 -3.14 -0.20
C 3.0228 4.4266 2.2824 0.05 0.11 -0.15
C -3.6511 -3.2076 -2.7181 3.17 -1.22 1.91
C -3.0759 -11.9710 -0.8247 -0.06 -0.02 -0.22
C -0.3397 8.5930 7.0093 0.04 0.17 -0.19
C -1.6416 -0.0432 -0.7886 -0.09 0.33 -0.46
C 1.3980 5.3935 -3.8487 -0.16 0.19 0.04
C 3.7304 6.4108 5.5464 0.02 -0.10 0.25
C -1.5816 8.9630 7.7815 -0.14 -0.18 0.15
C 2.1815 -0.2790 -1.3195 -0.70 3.34 -0.04
C 3.3178 -1.0792 -7.5927 0.20 0.21 -0.13
C 3.9192 7.8683 5.8856 0.22 0.17 -0.20
C -1.3729 -3.4431 -0.7154 -2.32 -0.97 -3.41
C 1.4956 4.8311 -5.2432 0.21 -0.03 -0.13
C 2.8348 2.9677 1.9425 0.18 -0.08 0.12
C 2.2451 1.2513 -2.0169 0.93 -4.56 2.46
C -1.5279 -4.6570 -1.7113 -3.19 4.94 0.01
C -4.2309 -6.9168 0.9282 -0.23 0.08 0.17
C 0.7378 -0.5785 -0.4267 3.49 -0.35 -1.64
C -3.2942 -7.7406 1.7748 0.04 -0.22 -0.07
C -2.3831 -2.2998 -0.9038 0.67 -1.83 -0.56
C 2.0796 -0.6954 -6.8201 -0.18 -0.16 -0.13
C -3.8968 -12.6193 0.2625 0.11 -0.08 0.17
C -2.7083 -4.4247 -2.7077 0.73 0.54 1.41
H 4.0710 4.6379 2.5013 -0.07 -0.14 -0.06
H 1.4404 2.0155 -1.7800 1.32 -1.14 -0.44
H 1.2088 6.4677 -3.8756 0.00 -0.13 -0.05
H 4.1900 5.7766 6.3061 -0.05 0.10 -0.04
H 3.2949 2.3338 2.7020 -0.06 0.10 -0.04
H -3.4908 -13.5996 0.5174 0.00 0.12 -0.07
H 4.9674 8.0784 6.1048 -0.09 -0.12 -0.03
H -2.9126 -5.2503 -3.4818 0.36 1.47 1.34
H -1.5623 -1.4042 0.8059 -0.19 0.12 -0.64
H -4.2903 -7.2575 -0.1057 0.10 -0.01 0.18
H -5.2327 -6.9071 1.3608 0.13 -0.05 -0.01
H 3.1457 -0.9811 -8.6657 -0.08 0.00 0.14
H -2.4546 8.4521 7.3724 0.13 0.03 -0.02
H -3.7267 -8.7202 1.9839 0.00 0.10 -0.12
H -2.1014 -11.6240 -0.4808 -0.18 -0.05 0.05
H 3.6668 -2.0891 -7.3766 -0.13 0.15 0.03
H -3.1202 1.4188 -0.4545 -0.25 -1.25 -0.57
H 2.7627 1.0736 -3.0113 -0.45 1.14 1.56
H 3.3044 8.2007 6.7221 0.04 -0.13 -0.15
H 0.5358 4.7784 -5.7569 0.11 0.02 0.16
H -0.1965 -0.3620 -2.2627 -0.11 0.58 0.39
H -4.9503 -12.7238 0.0031 0.19 0.07 -0.03
H -3.0255 -7.2592 2.7151 -0.07 0.02 -0.19
H 4.1264 6.1414 4.5672 -0.06 0.15 0.12
H 0.6994 -1.7178 -0.3853 -0.29 1.56 0.21
H 0.8817 -0.0650 0.5795 -0.59 -0.62 -1.43
H 0.0015 7.5762 7.2023 -0.11 0.18 0.05
H -0.5011 8.7198 5.9373 -0.01 -0.01 0.11
H -4.4854 -3.1653 -3.5076 1.43 0.14 1.59
H -0.5539 -3.4290 0.0873 -1.56 0.06 -1.34
H 2.2843 5.2013 -3.2436 -0.13 -0.04 -0.13
H 3.2301 2.6976 0.9630 -0.11 0.05 0.13
H -0.8428 -5.5620 -1.7180 -1.17 1.36 0.02
H 1.8831 0.3769 -6.8239 0.13 -0.14 0.00
H -2.4445 1.2807 -2.0914 0.50 0.67 0.97
H -2.9376 -12.6568 -1.6619 -0.06 0.03 0.12
H 2.1930 5.4121 -5.8486 -0.05 -0.03 0.13
H 1.2057 -1.2213 -7.2076 0.12 0.01 0.03
H -1.7719 10.0360 7.8037 0.11 -0.15 -0.04
H 2.4074 4.7584 3.1197 0.06 -0.12 -0.17
H 2.6512 -1.1940 -1.9371 -0.90 2.24 1.75


No. 2
25
Properties=species:S:1:pos:R:3:forces:R:3 method="wB97M-V/def2-TZVPD" de_lowest_kcal_mol=82.3 smiles=CNC[C@H](N)CCO.O gap_ev=9.419 homo_energy_ev=-8.93 lumo_energy_ev=0.49 energy_ha=-459.9854
O -3.8205 0.4995 -1.5673 1.90 -2.07 0.77
O -1.9274 2.1652 -0.8024 0.16 3.98 -0.33
N 1.0915 -1.6668 1.4615 -1.11 3.43 -0.40
N 1.8151 -0.9034 -1.7391 -0.84 1.86 -1.54
C 0.0659 0.7420 -1.2325 2.00 1.40 3.07
C 1.4991 -0.3199 0.7009 -0.22 -1.13 0.03
C 0.8500 -0.5260 -0.7218 -0.89 0.82 0.32
C -1.0238 1.3059 -0.2270 4.49 -0.60 0.60
C 0.3242 -1.3089 2.6855 -3.20 -0.78 -1.17
H 2.6280 -0.2614 0.5670 -1.34 -0.30 0.24
H -3.2550 -0.2864 -1.2173 -1.73 1.94 -1.00
H -0.6375 -0.6723 2.4055 2.05 -1.20 0.16
H -0.1488 -2.1296 3.3220 1.00 0.38 -1.31
H -0.2668 1.8469 0.4942 -2.33 -1.01 -0.37
H -1.5422 0.4081 0.1571 0.09 0.78 0.45
H 1.9809 -2.0483 1.6114 1.13 -1.02 1.16
H 1.2260 0.6745 1.2204 0.02 -1.86 -0.49
H 0.0647 -1.3804 -0.6066 1.36 1.46 -0.09
H 2.4538 -1.6193 -1.5275 0.77 -0.70 0.30
H 0.8616 -0.7297 3.3474 1.33 1.46 1.52
H 2.1728 -0.1630 -2.3946 -0.53 -1.22 1.42
H -3.1415 1.2068 -1.5937 -0.66 -0.23 0.05
H -0.4083 0.4147 -2.0423 -2.02 -1.12 -3.74
H -1.6311 3.1610 -0.7615 -0.71 -3.17 -0.10
H 0.7691 1.5908 -1.5394 -0.74 -1.09 0.44


No. 3
48
Properties=species:S:1:pos:R:3:forces:R:3 method="wB97M-V/def2-TZVPD" de_lowest_kcal_mol=0.0 smiles="Cc1ccccc1NC(=S)NCc1ccc2[nH]c3c(c2c1)CCCC3" gap_ev=8.385 homo_energy_ev=-7.69 lumo_energy_ev=0.70 energy_ha=-1376.5412
S 0.5081 -0.2026 4.9149 0.16 -0.48 0.62
N -0.5331 0.6562 2.6303 0.35 0.43 0.02
N 1.1879 -3.4463 -1.7384 0.24 -0.25 -0.15
N 1.0637 1.9902 3.6371 0.13 0.11 0.05
C -0.3673 -2.0182 -0.9631 0.41 -0.26 0.13
C -1.2615 -0.5785 2.4146 -0.14 -0.22 -0.08
C -0.6052 -1.3983 1.3337 -0.21 0.11 0.06
C 0.6356 -3.4620 -4.2107 0.03 0.04 -0.07
C 2.2072 3.3502 2.0132 -0.06 -0.05 0.00
C 0.4801 -2.2199 1.6690 0.06 -0.11 0.01
C 1.0272 3.0175 2.6747 -0.05 0.28 -0.37
C -0.5286 -2.1535 -2.3735 0.13 -0.13 -0.28
C 1.0553 5.0355 0.7686 -0.04 0.05 -0.03
C 0.3245 0.8464 3.6490 -0.11 0.04 -0.10
C 0.7235 -2.8491 -0.6005 -0.39 0.38 0.29
C -0.1095 4.7284 1.4467 0.09 -0.01 -0.09
C -1.0267 -1.2880 0.0234 0.08 -0.12 0.07
C -1.4142 3.4830 3.1784 -0.05 0.04 0.02
C -1.5366 -2.2588 -4.6226 0.06 0.25 -0.04
C 1.1526 -2.9521 0.7153 0.05 -0.02 0.00
C -0.1485 3.7319 2.4150 0.06 -0.07 0.10
C -0.1167 -2.5005 -5.1352 -0.11 -0.20 0.01
C 0.4318 -3.0225 -2.8037 -0.25 0.15 -0.12
C 2.2239 4.3535 1.0649 0.06 0.03 0.03
C -1.5146 -1.5073 -3.2898 0.02 -0.10 -0.03
H -1.2319 -0.4622 -3.4583 -0.10 0.03 -0.01
H -2.0824 2.8184 2.6310 -0.06 -0.04 0.04
H -2.2895 -0.3257 2.1362 0.07 -0.06 0.04
H -1.0128 5.2835 1.2374 -0.09 0.06 -0.01
H 1.9845 -3.5865 0.9834 0.08 -0.06 0.06
H 1.8332 1.9942 4.2915 -0.21 -0.11 0.00
H 1.9535 -4.0963 -1.7886 -0.08 0.07 0.00
H 3.1102 2.8065 2.2510 0.07 -0.09 -0.01
H 0.2499 -4.4795 -4.3414 0.06 -0.01 -0.03
H -2.5096 -1.5074 -2.8383 -0.02 0.06 -0.01
H -1.2659 -1.1167 3.3647 -0.10 0.12 -0.14
H -0.1475 -2.9103 -6.1464 0.05 0.04 -0.01
H 3.1437 4.5995 0.5566 0.08 0.02 -0.04
H -1.2041 3.0271 4.1427 -0.06 -0.04 0.06
H 1.0562 5.8163 0.0233 0.00 0.07 -0.07
H 0.7877 -2.2741 2.7022 0.03 0.01 0.13
H 0.4153 -1.5476 -5.1725 0.04 0.04 -0.06
H 1.7002 -3.4801 -4.4607 -0.01 -0.04 -0.01
H -1.8611 -0.6515 -0.2361 -0.13 0.08 0.00
H -0.4118 1.2438 1.8161 0.00 0.00 0.04
H -1.9385 4.4225 3.3403 -0.04 0.05 0.02
H -2.1044 -1.6879 -5.3597 -0.05 -0.06 -0.01
H -2.0340 -3.2213 -4.4856 -0.07 -0.04 -0.02